No. 1
Density functional theory data (ωB97M-V with the def2-TZVPD basis set) for a molecular structure, C32H48N10OS2SiTi at a distorted geometry.

Geometry (Å):
Ti (-0.497, -0.186, -0.296)
C (0.938, 2.788, -1.646)
N (-0.081, 3.307, -0.744)
C (-1.060, 4.183, -1.374)
C (-0.262, 2.772, 0.468)
N (0.254, 1.569, 0.745)
C (0.946, 1.514, 1.988)
C (1.539, 2.691, 2.408)
C (2.195, 2.838, 3.639)
C (2.358, 1.754, 4.433)
C (1.969, 0.475, 3.965)
C (2.451, -0.630, 4.706)
C (2.357, -1.882, 4.194)
C (1.665, -2.073, 2.992)
C (1.001, -1.061, 2.324)
N (0.230, -1.469, 1.201)
C (-0.397, -2.646, 1.372)
N (-0.967, -3.034, 2.532)
C (-0.877, -4.406, 3.003)
C (-1.379, -2.093, 3.564)
N (-0.401, -3.589, 0.411)
C (0.500, -3.479, -0.726)
C (-1.629, -4.319, 0.103)
C (1.228, 0.306, 2.741)
N (-0.947, 3.531, 1.360)
C (-1.514, 2.963, 2.577)
C (-0.745, 4.970, 1.441)
H (1.403, 3.625, -2.170)
H (0.502, 2.114, -2.387)
H (1.694, 2.251, -1.088)
H (-1.335, 3.768, -2.342)
H (-0.652, 5.184, -1.534)
H (-1.958, 4.253, -0.766)
H (1.500, 3.547, 1.747)
H (2.589, 3.806, 3.928)
H (2.871, 1.826, 5.385)
H (2.975, -0.441, 5.636)
H (2.819, -2.726, 4.695)
H (1.629, -3.067, 2.562)
H (-0.384, -5.036, 2.269)
H (-1.867, -4.818, 3.216)
H (-0.296, -4.420, 3.931)
H (-1.414, -1.085, 3.165)
H (-0.694, -2.139, 4.418)
H (-2.384, -2.364, 3.900)
H (1.426, -2.998, -0.428)
H (0.047, -2.907, -1.532)
H (0.719, -4.489, -1.084)
H (-2.327, -4.264, 0.932)
H (-1.395, -5.366, -0.108)
H (-2.103, -3.859, -0.765)
H (-1.642, 1.888, 2.475)
H (-2.491, 3.423, 2.752)
H (-0.870, 3.175, 3.437)
H (-0.043, 5.311, 0.686)
H (-0.329, 5.204, 2.425)
H (-1.683, 5.518, 1.327)
C (3.598, -0.009, 0.527)
C (3.059, -0.110, -0.869)
C (3.951, -0.038, -1.926)
C (3.467, -0.118, -3.231)
C (2.125, -0.289, -3.445)
C (1.256, -0.382, -2.327)
N (1.732, -0.266, -1.064)
N (-0.089, -0.567, -2.374)
Si (-0.831, -1.220, -3.805)
C (-2.546, -1.851, -3.472)
C (0.202, -2.644, -4.475)
C (-0.970, 0.048, -5.199)
H (4.687, 0.011, 0.506)
H (3.275, -0.854, 1.133)
H (3.246, 0.899, 1.019)
H (5.010, 0.078, -1.728)
H (4.151, -0.044, -4.071)
H (1.718, -0.344, -4.449)
H (-2.520, -2.820, -2.960)
H (-3.082, -1.976, -4.426)
H (-3.106, -1.166, -2.831)
H (0.910, -3.019, -3.725)
H (0.785, -2.345, -5.355)
H (-0.449, -3.476, -4.773)
H (-1.963, 0.515, -5.209)
H (-0.835, -0.451, -6.168)
H (-0.221, 0.848, -5.130)
O (-2.016, 0.090, 1.610)
S (-2.925, -0.898, 0.781)
N (-2.036, -1.291, -0.437)
S (-4.502, 2.296, -1.321)
C (-3.619, 1.991, -2.762)
C (-2.410, 1.494, -2.440)
N (-2.152, 1.332, -1.086)
C (-3.195, 1.692, -0.384)
H (-4.028, 2.192, -3.743)
H (-1.644, 1.232, -3.154)
H (-3.215, 1.749, 0.695)

- Gap between HOMO and LUMO (alpha / beta): 5.6419 / 5.6491 eV

---

No. 2
Density functional theory data (ωB97M-V with the def2-TZVPD basis set) for a molecular structure, C32H48N7O5PS.

Geometry (Å):
C (3.328, -2.611, 0.756)
C (2.109, -2.526, -0.184)
C (2.246, -1.274, -1.091)
C (3.018, -1.559, -2.383)
C (0.907, -0.568, -1.239)
C (-0.120, -1.002, -2.183)
C (0.111, -2.220, -3.052)
C (0.644, -1.860, -4.429)
O (0.031, -1.180, -5.211)
C (-1.311, -0.360, -2.297)
C (-2.411, -0.768, -3.246)
C (-3.474, -1.542, -2.497)
O (-4.370, -1.060, -1.880)
O (-3.318, -2.927, -2.600)
C (-2.629, -3.579, -1.585)
C (-2.872, -3.154, -0.162)
O (-1.893, -4.474, -1.885)
C (-1.570, 0.767, -1.468)
N (-2.678, 1.512, -1.449)
S (-2.434, 2.640, -0.338)
N (-0.969, 2.248, 0.178)
C (-0.584, 1.173, -0.531)
C (0.662, 0.492, -0.402)
P (1.867, 1.061, 0.899)
N (0.848, 1.014, 2.279)
O (2.015, 2.673, 0.602)
H (4.200, -2.176, 0.261)
H (3.539, -3.619, 1.098)
H (3.109, -1.955, 1.591)
H (1.983, -3.433, -0.777)
H (1.240, -2.360, 0.454)
H (2.865, -0.581, -0.530)
H (2.809, -2.540, -2.806)
H (4.092, -1.492, -2.213)
H (2.787, -0.800, -3.134)
H (-0.824, -2.751, -3.225)
H (0.786, -2.931, -2.587)
H (1.644, -2.234, -4.701)
H (-2.879, 0.110, -3.688)
H (-2.032, -1.368, -4.068)
H (-1.958, -2.711, 0.228)
H (-3.094, -4.061, 0.397)
H (-3.720, -2.484, -0.063)
H (0.608, 1.956, 2.586)
H (-0.003, 0.499, 2.083)
H (1.241, 3.062, 0.172)
C (-2.137, 0.678, 6.336)
C (-2.419, 1.352, 4.999)
C (-3.121, 0.432, 3.991)
C (-2.316, -0.741, 3.653)
N (-1.680, -1.658, 3.388)
H (-1.456, -0.165, 6.215)
H (-1.669, 1.382, 7.025)
H (-3.055, 0.312, 6.800)
H (-1.482, 1.713, 4.573)
H (-3.059, 2.225, 5.158)
H (-3.321, 0.974, 3.064)
H (-4.078, 0.087, 4.387)
C (5.803, -1.902, 6.221)
C (5.413, -0.673, 5.409)
C (3.902, -0.566, 5.177)
C (3.391, -1.717, 4.435)
N (2.990, -2.601, 3.823)
H (5.532, -2.822, 5.701)
H (6.880, -1.925, 6.390)
H (5.310, -1.903, 7.194)
H (5.925, -0.694, 4.445)
H (5.747, 0.228, 5.927)
H (3.661, 0.332, 4.606)
H (3.372, -0.509, 6.129)
C (-1.169, -1.927, -8.619)
C (-1.406, -0.494, -8.160)
C (-2.504, 0.215, -8.962)
C (-2.165, 0.299, -10.384)
N (-1.883, 0.366, -11.493)
H (-0.826, -1.962, -9.655)
H (-0.405, -2.399, -8.002)
H (-2.081, -2.522, -8.542)
H (-0.476, 0.071, -8.238)
H (-1.687, -0.495, -7.107)
H (-2.653, 1.229, -8.590)
H (-3.451, -0.319, -8.867)
C (-0.138, 6.256, 1.971)
C (-1.456, 5.971, 2.680)
C (-1.262, 5.453, 4.112)
C (-0.505, 4.204, 4.116)
N (0.082, 3.219, 4.118)
H (0.462, 5.350, 1.866)
H (-0.319, 6.649, 0.971)
H (0.453, 6.992, 2.519)
H (-2.027, 5.237, 2.107)
H (-2.057, 6.880, 2.722)
H (-2.226, 5.270, 4.589)
H (-0.723, 6.183, 4.717)

- Gap between HOMO and LUMO: 7.2399 eV

---

No. 3
Density functional theory data (ωB97M-V with the def2-TZVPD basis set) for a molecular structure, C32H48P2V at a distorted geometry.

Geometry (Å):
V (-0.478, -1.775, -2.163)
C (-0.184, -3.001, 0.591)
C (1.206, -3.083, 0.249)
C (0.982, -1.502, 1.906)
C (-0.300, -2.040, 1.643)
C (1.914, -2.109, 1.016)
C (-1.230, -3.962, 0.159)
H (-0.958, -4.505, -0.760)
H (-2.204, -3.471, -0.008)
H (-1.395, -4.731, 0.935)
C (-1.474, -1.789, 2.492)
H (-2.346, -2.366, 2.168)
H (-1.722, -0.719, 2.525)
H (-1.267, -2.082, 3.533)
C (1.308, -0.637, 3.056)
H (1.222, -1.216, 3.998)
H (0.588, 0.200, 3.121)
H (2.332, -0.244, 2.994)
C (3.367, -1.881, 0.983)
H (3.841, -2.470, 1.783)
H (3.627, -0.826, 1.161)
H (3.820, -2.188, 0.026)
C (1.839, -4.142, -0.570)
H (2.366, -4.880, 0.062)
H (2.600, -3.754, -1.259)
H (1.112, -4.688, -1.192)
C (-1.355, -0.868, -3.647)
C (-1.453, -2.352, -3.746)
C (-0.391, -3.192, -4.324)
C (1.068, -2.807, -3.982)
C (1.335, -1.986, -2.754)
C (1.078, -0.572, -2.538)
C (0.935, 0.311, -3.754)
C (-0.368, -0.107, -4.480)
H (-0.509, -3.194, -5.421)
H (1.536, -2.362, -4.880)
H (-0.531, -4.259, -4.074)
H (-0.067, -0.671, -5.376)
H (-2.287, -0.307, -3.519)
H (-2.471, -2.792, -3.871)
H (-0.849, 0.837, -4.790)
H (0.964, 1.405, -3.540)
H (1.597, -0.077, -1.706)
H (1.821, 0.206, -4.424)
H (1.588, -3.770, -3.815)
H (2.234, -2.318, -2.237)
P (-1.801, 1.786, -0.074)
P (1.268, 2.011, 0.475)
C (-0.835, 2.643, -1.355)
C (0.528, 3.098, -0.818)
H (-1.427, 3.485, -1.756)
H (-0.709, 1.902, -2.167)
H (1.267, 3.177, -1.626)
H (0.454, 4.044, -0.271)
C (1.899, 2.898, 1.894)
H (2.632, 2.254, 2.383)
H (1.106, 3.156, 2.589)
H (2.375, 3.779, 1.475)
C (2.874, 1.545, -0.324)
H (3.265, 2.498, -0.726)
H (2.843, 0.852, -1.168)
H (3.601, 1.162, 0.402)
C (-3.457, 2.429, 0.186)
H (-4.188, 1.606, 0.213)
H (-3.745, 3.094, -0.645)
H (-3.578, 3.000, 1.119)
C (-1.831, 0.087, -0.753)
H (-1.899, -0.646, 0.076)
H (-0.861, -0.040, -1.343)
H (-2.690, 0.040, -1.448)
C (-0.428, 1.568, 1.107)
C (-0.904, 1.540, 2.352)
C (-1.370, 2.451, 3.312)
C (-1.626, 3.796, 2.914)
C (-1.808, 4.779, 3.868)
C (-1.814, 4.458, 5.229)
C (-1.634, 3.124, 5.620)
C (-1.440, 2.119, 4.693)
H (-1.637, 4.043, 1.843)
H (-1.956, 5.805, 3.539)
H (-1.953, 5.245, 5.967)
H (-1.652, 2.881, 6.679)
H (-1.309, 1.069, 4.974)

- <S²>: 2.126
- Net charge: +1
- Gap between HOMO and LUMO (alpha / beta): 4.1669 / 3.9587 eV
- Spin multiplicity: 3